# C5H5NO

An isolated molecule of C5H5NO (ωB97M-V/def2-TZVPD, OMol25).

XYZ file:
```
12
Properties=species:S:1:pos:R:3:forces:R:3
H 0.1300 2.5058 -0.4382 0.087 -0.112 0.022
H 2.0464 -0.2785 1.8092 -0.127 0.030 -0.114
C -0.8341 -1.2788 0.7685 0.233 0.015 0.130
N 0.2300 -1.2632 1.3818 -0.613 -0.020 -0.343
H -2.0399 -1.8263 -0.8332 0.040 0.027 0.143
H 1.4258 0.6617 -2.1385 -0.035 0.148 -0.042
C 1.0225 0.7432 0.2745 -0.097 -0.038 -0.077
O 0.9844 1.5088 -1.9840 0.142 -0.222 -0.079
C -1.9718 -1.3220 0.1244 0.114 -0.009 0.078
H -2.8534 -0.8406 0.5323 0.129 -0.069 -0.006
C 1.1761 -0.2080 1.1631 0.159 0.246 -0.098
C 0.6840 1.5980 -0.6599 -0.030 0.004 0.384
```
Positions in Å, forces in eV/Å.

The calculated total energy comes out at -323.3950 hartree. The HOMO energy is -9.1 eV. Its spin multiplicity is 1. The gap between HOMO and LUMO is 0.352 Eh. For the energy above the lowest of the compared OMol25 structures with the same formula, charge and spin, the calculation gives 78.2 kcal/mol.

Atom charges from the Mulliken analysis, given in e for atoms 1 to 8: 0.316 0.362 0.776 -0.455 0.245 0.310 -0.273 -0.477